# 1
{"formula": "C45H45FN6O7V", "method": "the ωB97M-V functional and the def2-TZVPD basis", "gap_ha": [0.1949, 0.2165], "spin_multiplicity": 3, "total_charge": 1, "homo_ev": [-8.436, -9.028], "species": ["C", "F", "C", "C", "H", "H", "H", "H", "C", "C", "N", "V", "C", "C", "C", "O", "H", "C", "H", "C", "C", "H", "H", "C", "H", "H", "H", "C", "C", "C", "N", "C", "C", "C", "C", "O", "H", "N", "H", "H", "O", "H", "C", "H", "C", "H", "H", "H", "C", "C", "C", "C", "H", "C", "C", "H", "C", "H", "N", "H", "H", "O", "O", "C", "H", "H", "O", "H", "C", "H", "C", "C", "H", "H", "C", "N", "C", "H", "C", "C", "C", "H", "H", "H", "H", "H", "C", "C", "H", "C", "H", "C", "H", "C", "H", "C", "N", "C", "H", "C", "H", "H", "O", "H", "H"], "positions_angstrom": [[0.51037, 0.95142, 2.50435], [1.64356, 0.50325, -4.71411], [1.33528, 0.60552, -2.39819], [2.47705, -1.61242, 3.12774], [3.94196, -1.44250, 0.07500], [4.86100, 2.11650, -1.98990], [-5.01370, -3.59030, -4.50679], [5.52449, -0.33789, -6.93846], [-3.73000, -3.41585, -6.67805], [4.07110, 0.68973, -5.67571], [-3.61147, 0.03165, 5.61506], [-1.48663, -0.48649, 0.60549], [0.87221, -2.12673, 1.38822], [3.86855, 1.71530, -2.09722], [-7.51971, 2.63060, 3.78966], [-2.90364, -2.58143, -5.89689], [6.83549, 2.38859, -0.15316], [-3.69058, 0.81282, 6.82569], [6.06071, 3.29381, 2.08503], [-2.65748, -0.91626, 5.38264], [-6.41676, 2.92604, 3.00424], [-2.73087, 1.28203, 7.06063], [-4.44062, 1.59055, 6.69567], [-0.49291, -2.38453, 0.94985], [2.99639, 2.14465, 2.32301], [6.83400, 2.94129, -5.91916], [-1.51603, -2.54224, 6.11786], [5.00944, 2.67410, -4.73218], [3.16517, -1.58306, 0.81352], [-2.03076, -1.66407, 6.49983], [3.45928, 1.96383, 0.29206], [-3.80514, -1.86502, -0.40957], [-5.05175, -2.30558, 0.32177], [0.94418, 0.76495, 0.01160], [-4.32272, -2.98357, -3.94660], [0.89830, 1.34457, 3.59594], [5.42703, 1.40064, -7.24754], [-3.90347, 0.63158, 4.39796], [7.40524, 0.62554, -5.87861], [-6.49627, 3.67262, 2.22844], [-2.90153, -1.35412, 0.30306], [7.13599, 2.45400, -4.24358], [-3.65031, -2.01636, -1.81456], [0.34811, 0.16962, -2.49987], [-2.50152, -1.39718, -2.45727], [-4.75403, -3.03309, -6.73609], [-1.76426, -1.67410, 3.53044], [-4.35601, 2.48272, 2.58890], [-4.53267, -2.77438, -2.61270], [3.42922, 1.33704, -3.36998], [-2.33676, -1.62290, -3.85244], [5.39200, 0.63639, -6.46971], [-5.84149, -2.63988, -0.33946], [-3.20136, -2.40508, -4.58358], [-6.22978, 0.99034, 4.97270], [-1.08999, -2.90452, 1.70509], [-5.21257, 2.27630, 3.20787], [-6.16890, 0.19914, 5.70360], [6.49021, 0.89836, -5.50803], [-8.45627, 3.14334, 3.63434], [1.65114, -2.07548, -0.60661], [-0.57406, 0.32473, 2.29542], [-0.17076, 0.18657, -0.08999], [1.21076, -1.99437, 2.74347], [-8.28299, 1.39440, 5.36670], [2.71952, -1.48509, 4.17079], [-3.27235, 0.32402, 2.19574], [5.95711, 0.84524, 0.19903], [1.89245, -1.94606, 0.43935], [-3.74307, -4.44183, -6.29508], [5.55481, 2.43651, 1.66954], [6.00373, 1.91245, 0.34240], [-5.40680, -1.45257, 0.89952], [4.52694, 3.20372, -5.56550], [-7.42356, 1.65407, 4.76758], [5.79569, -0.59301, 2.83917], [2.63308, 1.79185, 1.37090], [-4.80234, -3.10685, 1.01863], [4.70408, 2.65883, 0.45863], [-3.17957, 0.00858, 3.38378], [2.13999, 0.81742, -3.49190], [-1.30185, -1.02905, 7.00586], [0.46585, -2.16747, 3.50634], [6.27064, 0.34772, -4.66431], [-2.77537, -1.97955, 7.22924], [-3.98609, 0.17159, 7.65643], [-2.42489, -1.00802, 4.04393], [1.40858, 1.20565, 1.28512], [-5.39137, -3.24739, -2.16319], [3.46404, -1.38795, 2.16542], [-0.53308, -2.91127, -0.00681], [1.78716, 0.97925, -1.13119], [3.74315, -0.31672, -5.40721], [6.47052, 2.32604, -5.09713], [4.97834, 3.32884, -3.86310], [4.74822, -0.96333, 2.54728], [4.33411, 1.42567, -4.45165], [3.05945, 1.56906, -0.96876], [-1.48926, -1.17190, -4.34748], [-5.11425, 1.31417, 4.20682], [4.66874, 3.66731, 0.05416], [3.28866, 1.14309, -6.30032], [-1.67641, -0.68182, -1.82429], [-3.29367, -3.41450, -7.67576], [5.24660, 1.70818, 2.40116]]}



# 2
{"formula": "C54H117O30P3S9", "method": "the ωB97M-V functional and the def2-TZVPD basis", "gap_ha": 0.3516, "smiles": "CCOP(=O)(OCC)OCC.CCOP(=O)(OCC)OCC.CCOP(=O)(OCC)OCC.O=S1(=O)CCCC1.O=S1(=O)CCCC1.O=S1(=O)CCCC1.O=S1(=O)CCCC1.O=S1(=O)CCCC1.O=S1(=O)CCCC1.O=S1(=O)CCCC1.O=S1(=O)CCCC1.O=S1(=O)CCCC1", "homo_ev": -9.996, "species": ["C", "H", "O", "C", "O", "C", "C", "H", "S", "H", "H", "H", "C", "H", "H", "C", "C", "C", "O", "C", "C", "C", "H", "H", "H", "H", "C", "C", "C", "H", "H", "H", "H", "H", "H", "H", "O", "P", "P", "H", "C", "C", "C", "H", "H", "S", "S", "H", "O", "H", "C", "H", "H", "S", "C", "H", "H", "H", "C", "H", "H", "H", "O", "H", "C", "H", "H", "O", "C", "H", "H", "H", "H", "H", "O", "S", "H", "O", "H", "H", "H", "O", "H", "H", "C", "C", "H", "C", "H", "H", "H", "H", "H", "H", "H", "H", "C", "H", "H", "H", "C", "O", "O", "H", "H", "H", "H", "H", "O", "C", "H", "H", "O", "H", "O", "H", "S", "H", "H", "C", "H", "O", "O", "H", "H", "C", "C", "H", "H", "H", "H", "S", "C", "C", "H", "H", "H", "H", "C", "H", "O", "C", "H", "C", "H", "H", "H", "H", "C", "H", "H", "H", "O", "C", "O", "H", "C", "C", "C", "H", "H", "H", "O", "S", "H", "H", "H", "H", "C", "H", "H", "H", "C", "H", "H", "H", "C", "O", "O", "H", "H", "H", "H", "C", "C", "O", "H", "P", "C", "H", "H", "C", "C", "O", "H", "O", "C", "H", "H", "O", "C", "H", "H", "S", "O", "O", "O", "H", "H", "C", "C", "C", "H"], "positions_angstrom": [[-6.13153, -8.79181, 0.12421], [4.16484, 6.25214, 1.52969], [0.47373, 3.44931, -10.25674], [-7.31725, -0.85252, 4.63098], [-4.77480, 6.16091, 6.87116], [-1.81422, 2.88272, -8.13423], [4.84918, -6.93641, -2.28373], [6.54971, 2.36287, -5.27787], [5.66447, -1.20553, 7.26180], [-0.17810, 0.77723, -9.62577], [-0.49653, 3.70543, 3.17136], [7.63038, 3.52921, -6.68117], [-3.61339, 7.55521, 8.84472], [-6.63283, -4.74395, 6.51433], [5.04739, 0.68361, 5.82025], [-1.72601, -2.89658, 0.15446], [4.64259, 6.88915, 2.27406], [-1.28233, -6.11873, -5.91322], [-2.96876, 4.94314, 8.21687], [3.94515, -4.19891, 0.11339], [-7.65262, -4.35915, 6.50783], [4.37224, -2.48238, 6.80430], [5.57677, 8.07894, 0.85028], [-5.40344, 9.67798, -1.40573], [-3.24946, 7.04560, 10.86507], [-6.88189, -9.55732, 0.32181], [-6.86026, -7.59492, -1.96248], [4.92597, -4.16534, -10.50061], [5.70651, -4.04475, -9.15508], [-0.11833, -1.04100, -2.73863], [-3.85220, 8.74466, -1.19413], [3.08299, 8.33463, 1.86102], [5.61262, 3.77737, -4.94804], [-1.01538, -6.19186, -4.85895], [-8.05805, -0.58819, 5.38558], [-6.32299, 8.78971, 0.65648], [4.60439, 9.70467, 4.75189], [-0.72422, 0.36271, 0.08957], [4.20976, -6.75366, 0.28845], [6.84250, 5.13356, -6.29066], [-3.31744, -2.91546, 8.22420], [-2.51747, -5.27938, -6.21254], [-2.20755, -4.15504, -7.16552], [6.67638, 7.02098, 1.50450], [-2.55345, 7.70058, 8.63615], [-4.12934, 5.93601, 8.16145], [4.65985, -2.49591, -11.06375], [-2.23232, -1.58220, 1.78425], [-0.14525, 0.56124, -1.44711], [9.19080, 5.66250, -5.51577], [6.09947, 8.71817, 2.87460], [2.90827, -0.29962, 7.65528], [-3.08404, -4.95332, -5.34031], [0.69445, 3.02310, -8.92478], [-2.44581, -1.68266, 0.72009], [2.44127, 0.52148, -2.47207], [-3.52225, -1.85395, 0.72525], [-0.26014, 3.61419, -6.86112], [3.32360, -1.64580, 5.97569], [4.78604, 1.00084, 7.57833], [6.35061, 8.20567, 3.80324], [-1.17591, 1.34218, -6.85021], [3.22518, -2.24825, -10.86738], [4.99420, -3.81897, -8.36153], [-5.86115, -8.62914, -1.37831], [-0.54200, -3.62412, -8.54850], [3.27532, -4.37825, -0.72760], [-2.10463, -0.52004, -0.05351], [-1.43568, 2.22303, 1.79749], [2.53642, 0.41806, 6.15210], [-1.40760, -5.14905, -8.89089], [-7.55145, -5.56932, -1.09836], [-8.58382, -6.16975, 7.08768], [-3.57053, -1.69560, 6.49847], [-6.37312, -1.84798, 4.97088], [4.53385, 9.50174, 3.28536], [-4.67414, 7.59786, 2.32457], [0.79014, -4.37497, -6.22234], [-5.78710, 0.97452, 4.65954], [-5.88375, -5.98526, -0.96215], [-2.88916, -3.25713, 6.10744], [5.86729, -1.17741, 8.75581], [5.63169, -7.64943, -2.02415], [-1.50829, -7.13218, -6.24483], [4.64813, 0.29671, 6.75779], [6.62578, 3.37932, -4.89166], [2.11420, -0.78134, -3.64321], [-0.59115, 3.78921, -7.88479], [-2.00130, -3.82995, 0.64552], [2.79154, 7.68841, 3.42050], [-0.67856, -2.78635, 0.43518], [-5.65487, 7.45282, -0.22503], [4.77894, -3.37839, 6.33539], [-5.86194, 6.70410, 11.22462], [-6.08294, 0.10525, 3.17132], [-6.53867, -7.25846, -2.94812], [6.58163, -2.77692, -9.20947], [-3.71925, 7.43857, 0.89714], [3.24690, -3.84262, 0.87075], [6.79751, 9.53801, 2.70515], [-3.66984, -2.76455, 6.68709], [5.27015, -2.35529, -12.39073], [5.18285, -7.81454, 0.64226], [7.55499, 2.73100, -3.27753], [5.55400, -2.99614, -1.00749], [-2.24433, 3.02823, -9.12516], [6.14518, -0.83459, -10.12989], [4.47326, -2.13350, -0.00497], [-2.04730, 9.41956, 1.51016], [-5.38287, 8.36793, 0.30098], [-3.86482, -2.13574, 8.75383], [9.33882, 3.92046, -5.23621], [6.74567, -1.34871, 6.34074], [4.05750, -2.80793, 7.79578], [-5.80031, -6.45328, 1.52567], [6.30972, 3.71884, -2.56699], [0.13288, -5.42002, -7.00116], [-0.62011, 4.85755, -8.09906], [-2.16527, 0.67142, -8.13363], [-0.06530, 1.26704, -8.65858], [-2.12291, -3.24413, -6.57291], [2.83670, -6.79233, 1.15295], [-7.55944, -2.97244, 6.93322], [-5.21412, -8.94055, 0.69372], [-1.47438, 1.34071, 2.43634], [-6.54006, 0.40557, 4.11415], [-4.39994, 8.11977, 1.40776], [4.02504, -4.76284, -10.63995], [3.67984, -6.82369, 3.02898], [6.10445, -5.14808, -1.99097], [-7.91503, -1.26548, 3.81843], [8.29238, 5.03893, -3.44379], [-0.37782, 3.25007, 2.18817], [-4.66945, 9.27656, -0.70701], [-8.34030, -5.02756, 8.47502], [-0.42594, 4.01545, 1.41359], [3.02991, -5.29291, 2.47069], [7.35026, -2.95349, -9.96188], [-6.88358, -6.41935, -0.95871], [0.69474, 0.76694, -8.05828], [-5.03444, -3.20541, 6.69849], [-1.42395, 1.43779, -7.90730], [3.68292, -1.47606, 4.96072], [3.24204, -0.26975, 6.61806], [1.49766, -6.20177, 4.02345], [1.18462, -7.65745, 2.98558], [0.86619, -1.24210, -1.44636], [-3.95440, 8.55273, 10.66595], [3.60091, 7.93984, 2.73509], [-8.01672, -4.41984, 5.48223], [-7.34686, 1.08061, 3.82867], [-2.68302, 3.14980, -7.53260], [9.49634, 4.73009, -2.63576], [7.38536, 4.26579, -5.91597], [0.84637, -6.53093, -7.65459], [-3.62961, -3.83097, 8.72668], [1.66794, 0.01922, -3.05327], [5.68943, -1.72696, -9.70090], [-5.44876, 6.96650, 10.25070], [-4.83855, 11.22563, 0.34714], [6.98256, -2.65801, -8.20288], [-7.85930, -8.02093, -2.05489], [-8.19476, -7.22886, 1.18681], [-6.79277, -7.15636, 0.72596], [4.92299, -1.52452, -8.95278], [4.88627, 6.30769, 3.16323], [0.58986, 2.77123, 2.33780], [-1.84364, -2.91482, -0.92902], [-1.01385, -4.50197, -8.10709], [0.65261, -6.03668, 2.55294], [4.60032, -4.85402, -2.83819], [-4.11014, 8.31026, 8.23544], [5.40922, -5.57405, -2.71437], [-5.89572, -9.56047, -1.94357], [-4.91349, -8.10582, -1.50549], [-4.95292, 4.89564, 10.11023], [1.46293, -6.60388, 3.01093], [-1.32578, 1.84662, 0.39491], [-6.13788, -0.91844, 7.38370], [2.37129, -2.17449, 5.93471], [-6.32407, 5.19756, 9.10896], [1.14866, 0.72284, -3.70395], [-2.39432, 2.71036, 1.97527], [5.00523, -3.08267, -0.06969], [-8.58270, -5.13080, 7.41735], [3.80828, -6.69108, -1.33512], [-3.29035, 11.12169, -0.31621], [-6.23686, -2.11100, 6.53683], [-4.00749, 7.54265, 10.25973], [-9.59816, -4.73631, 7.38081], [-3.22007, -5.93089, -6.73215], [-4.08907, 10.48589, 0.06578], [-5.40887, 5.65905, 9.47983], [4.23726, 10.66254, 2.36648], [4.36326, -7.35152, -3.16672], [0.30968, -0.12813, 1.02942], [6.98617, 3.65000, -3.41892], [-2.26139, -2.66218, 8.31751], [-6.17853, 7.69540, 9.89820], [-4.01780, 10.57605, 2.69040], [0.57146, -0.45067, -2.13547], [5.67649, -4.50096, -11.21628], [5.83685, -3.24076, 0.61698], [-3.45876, 9.72279, 1.64618], [4.77657, -5.25272, 0.54297], [1.96714, 3.12430, -8.20489], [7.65632, 6.34185, -3.26577], [6.24664, -4.97329, -8.97018], [6.10486, -5.66271, -3.54883], [2.87348, -6.37146, 2.45161], [5.85562, 7.66538, 1.81946], [8.65579, 4.76887, -5.19436], [-3.13147, -3.95108, -7.70669]]}



Number 1: maximum force 8.6 eV Å⁻¹, energy -99065.93502 eV. Number 2: maximum force 4.5 eV Å⁻¹, energy -244701.29575 eV.